[1]
C6H28O8 | ωB97M-V/def2-TZVPD

Element x y z (Å)
O1 -1.1446 1.3670 2.2374
H1 -0.6911 1.3522 1.3785
H2 -0.5498 0.8718 2.7983
O2 3.4304 0.2757 -0.7548
H3 3.0920 1.1225 -0.3574
H4 3.7732 -0.2498 -0.0367
C1 -3.5390 -0.9554 3.6197
O3 -2.5897 -1.3011 2.6264
H5 -3.5974 -1.6971 4.4199
H6 -3.1812 -0.0378 3.9803
H7 -4.5259 -0.8356 3.2435
H8 -2.0653 -0.5596 2.4494
C2 2.1203 3.5495 0.4943
O4 3.1111 2.8075 -0.1907
H9 1.1251 3.1473 0.4253
H10 2.4056 3.4948 1.5202
H11 2.2125 4.5654 0.0330
H12 3.0552 3.0721 -1.1098
C3 1.6455 -1.3266 -3.4542
O5 1.4612 -0.8697 -2.0814
H13 1.2032 -2.3132 -3.5534
H14 1.2847 -0.6550 -4.2371
H15 2.7120 -1.4937 -3.6044
H16 2.3303 -0.5704 -1.7949
C4 -2.8413 -4.3103 1.0340
O6 -3.4552 -3.1070 0.4945
H17 -2.5719 -4.0642 2.0430
H18 -3.5535 -5.2237 0.9605
H19 -1.9592 -4.6054 0.4666
H20 -3.2050 -2.4093 1.0859
C5 0.2669 3.5065 -2.5377
O7 1.6145 3.1652 -2.4234
H21 -0.3129 2.7059 -2.8624
H22 -0.1374 3.9166 -1.6009
H23 0.1176 4.2196 -3.3938
H24 1.9089 2.3758 -2.9047
C6 0.1510 -1.7518 0.4603
O8 0.0044 -0.4199 0.0898
H25 0.8370 -1.9027 1.3620
H26 -0.8662 -2.1518 0.7779
H27 0.4059 -2.3808 -0.3593
H28 0.5182 -0.3231 -0.7437

Summary:
Lowest unoccupied orbital energy (eV): 0.43
HOMO level (eV): -9.556
HOMO-LUMO gap (eV): 10.0
SMILES string: CO.CO.CO.CO.CO.CO.O.O



[2]
C6H29NO8 | ωB97M-V/def2-TZVPD

Element x y z (Å)
C1 1.6071 -0.9935 1.5721
N1 1.5794 -0.8153 0.1014
C2 0.4692 -1.4379 -0.5969
C3 0.6537 -1.1157 -2.1096
C4 -0.3317 -1.8654 -3.0388
O1 0.5680 0.3119 -2.1437
C5 -0.9421 -1.3179 -0.0818
C6 0.5609 -0.2347 2.3876
H1 1.5936 -2.0434 1.8570
H2 2.5686 -0.6144 1.9141
H3 1.6128 0.1908 -0.1337
H4 0.7757 -2.5055 -0.5148
H5 1.6764 -1.3750 -2.3800
H6 0.2702 -2.4204 -3.7550
H7 -0.8417 -1.1688 -3.6877
H8 -0.8894 -2.5541 -2.4247
H9 -0.3383 0.6025 -2.3206
H10 -1.1573 -0.2436 -0.0344
H11 -1.1468 -1.7082 0.9007
H12 -1.6737 -1.6820 -0.7949
H13 0.9051 -0.4886 3.3860
H14 0.3364 0.7903 2.1774
H15 -0.4572 -0.6093 2.4900
H16 -3.1887 0.8015 0.8437
H17 -4.4424 1.5480 0.2056
O2 -3.6980 0.9632 0.0475
H18 -2.7801 -0.2068 -2.8240
H19 -3.4808 0.6712 -1.8056
O3 -3.1664 0.6667 -2.7221
H20 2.8138 3.3789 2.3598
H21 1.8592 2.0971 1.9352
O4 1.9825 2.9172 2.3869
H22 -1.4990 3.0291 2.0089
H23 -0.2218 2.2647 2.6065
O5 -1.1727 2.2842 2.5088
H24 1.3273 3.7709 0.3426
H25 1.2292 4.5137 -0.9885
O6 1.7090 3.8191 -0.5364
H26 4.0941 -0.7071 -0.7045
H27 4.1529 -1.3841 0.5856
O7 4.6671 -1.2950 -0.2140
H28 -2.6489 -3.2093 1.9456
H29 -3.5825 -2.7760 0.9606
O8 -3.4874 -3.5122 1.5655

Summary:
Lowest unoccupied orbital energy (alpha / beta) (eV): -3.08 / -8.33
HOMO level (alpha / beta) (eV): -14.075 / -14.074
HOMO-LUMO gap (alpha / beta) (eV): 11.0 / 5.7
Charge: +1
Multiplicity: 2



[3]
C6H2O4Rb | ωB97M-V/def2-TZVPD

Element x y z (Å)
Rb1 2.9844 2.9484 -1.4215
C1 -0.7530 0.0852 -1.1851
C2 0.0319 1.0308 -0.4821
C3 0.5644 0.6841 0.9510
O1 1.3219 1.5080 1.5047
C4 0.1610 -0.5616 1.4448
C5 -0.6008 -1.5041 0.7405
C6 -1.0536 -1.1733 -0.6706
O2 -1.6561 -2.0099 -1.3847
O3 -0.8697 -2.6115 1.2476
O4 0.3976 2.1230 -0.9781
H1 -0.9878 0.3431 -2.2101
H2 0.4598 -0.8622 2.4434

Summary:
Lowest unoccupied orbital energy (eV): 0.78
HOMO level (eV): -2.608
HOMO-LUMO gap (eV): 3.4
Charge: -1



[4]
C6H30N2O7 | ωB97M-V/def2-TZVPD

Element x y z (Å)
C1 2.3542 1.6272 0.5496
C2 1.1788 2.5878 0.6871
C3 -0.1965 1.8975 0.7529
C4 -0.5030 1.0082 -0.4571
C5 -1.4837 1.6567 -1.4312
N1 -2.7672 1.9674 -0.7899
C6 -3.5082 0.7907 -0.3643
N2 1.4331 3.4043 1.8854
H1 2.4025 1.2012 -0.4552
H2 2.3023 0.7881 1.2462
H3 3.2976 2.1393 0.7314
H4 1.1458 3.2651 -0.1720
H5 -0.3054 1.3273 1.6751
H6 -0.9406 2.6970 0.7950
H7 0.3988 0.7463 -1.0055
H8 -0.9166 0.0541 -0.1485
H9 -1.0965 2.6205 -1.7762
H10 -1.6399 1.0007 -2.3050
H11 -3.3242 2.5121 -1.4330
H12 -4.4484 1.1140 0.0827
H13 -3.7225 0.0679 -1.1674
H14 -2.9784 0.2629 0.4277
H15 1.4221 2.8299 2.7234
H16 0.7081 4.1076 1.9890
H17 -0.9935 -1.3676 1.9221
H18 -1.4090 -2.7567 1.5186
O1 -1.7172 -1.8386 1.4479
H19 0.8005 -3.6326 0.9161
H20 -0.3410 -4.0887 -0.0015
O2 0.0011 -4.1909 0.8974
H21 1.1530 1.5120 -2.8904
H22 2.5054 0.9942 -3.4309
O3 1.6204 0.7111 -3.1687
H23 1.5143 -0.8761 -2.2921
H24 0.5043 -1.9261 -1.7335
O4 1.4570 -1.7221 -1.8106
H25 1.1682 -1.3793 1.9774
H26 0.8181 0.0534 2.4180
O5 0.5942 -0.8610 2.5797
H27 1.9164 -2.0001 -0.1925
H28 2.9577 -2.6654 0.7557
O6 2.0553 -2.3048 0.7453
H29 -1.3972 -1.9314 -0.2952
H30 -1.9519 -2.2406 -1.7077
O7 -1.1346 -2.2804 -1.1890

Summary:
Lowest unoccupied orbital energy (eV): 0.19
HOMO level (eV): -9.008
HOMO-LUMO gap (eV): 9.2
SMILES string: CNCCC[C@H](C)N.O.O.O.O.O.O.O



[5]
C6H30O12 | ωB97M-V/def2-TZVPD

Element x y z (Å)
C1 -1.7142 0.1124 4.2204
C2 -1.3365 -1.1206 3.3843
O1 -2.1662 -1.2173 2.2512
O2 -0.8846 0.2581 5.4338
H1 -2.7951 0.2093 4.3216
H2 -1.4034 0.9449 3.5892
H3 -1.3349 -1.9897 4.0421
H4 -0.3341 -0.9696 2.9838
H5 -2.3031 -0.3598 1.8420
H6 -0.1904 0.9061 5.2929
C3 0.5049 0.4575 0.3420
C4 0.3601 1.7293 -0.4391
O3 -0.8795 2.3732 -0.3435
O4 1.6089 -0.3053 0.0629
H7 -0.4340 -0.0917 0.2728
H8 0.7093 0.7554 1.3704
H9 0.3312 1.3822 -1.4720
H10 1.1206 2.4888 -0.2577
H11 -0.6000 3.2392 -0.0378
H12 1.6118 -0.3007 -0.8971
C5 -1.7701 -1.8441 -2.3118
C6 -1.0427 -2.9376 -1.6370
O5 -1.1798 -4.1619 -2.2750
O6 -1.3254 -1.3193 -3.5091
H13 -1.7844 -0.9853 -1.6407
H14 -2.7678 -2.2708 -2.4151
H15 -1.1771 -2.9732 -0.5559
H16 0.0245 -2.7160 -1.6228
H17 -0.6584 -4.8874 -1.9238
H18 -1.2643 -1.9577 -4.2235
O7 -2.8988 1.4169 1.4602
H19 -3.7889 1.3541 1.1138
H20 -2.4502 2.0146 0.8620
O8 1.7582 4.7634 -1.3312
H21 2.6694 4.9759 -1.1290
H22 1.8080 3.9573 -1.8449
O9 2.1965 -1.0426 -2.5260
H23 2.6631 -0.2461 -2.7791
H24 1.9239 -1.4349 -3.3555
O10 1.3324 2.8619 -3.3651
H25 2.0042 2.2108 -3.1627
H26 0.5901 2.3493 -3.6854
O11 3.5053 1.1569 1.5153
H27 2.8803 0.9397 0.8235
H28 3.1202 0.7893 2.3107
O12 1.9617 -2.8712 0.8022
H29 2.3538 -3.4193 0.1225
H30 1.4455 -2.2244 0.3210

Summary:
Lowest unoccupied orbital energy (alpha / beta) (eV): 2.37 / 2.35
HOMO level (alpha / beta) (eV): -0.232 / -7.749
HOMO-LUMO gap (alpha / beta) (eV): 2.6 / 10.1
Charge: -1
Multiplicity: 2



Number 1: E_tot -847.19325 Ha. Number 2: E_tot -902.28333 Ha. Number 3: E_tot -554.91435 Ha. Number 4: E_tot -882.82235 Ha. Number 5: E_tot -1149.37782 Ha.